[1]
Molecular formula: C6H10OSi2
Method: DFT, the ωB97M-V functional and the def2-TZVPD basis

Output
Lowest unoccupied orbital energy (spin up / spin down) (eV): 0.606 / -2.134
Energy relative to the best compared isomer or geometry (same formula, charge and spin) (kcal/mol): 0.0
Total charge: 0
Multiplicity: 3

Positions of all 19 atoms, in Å:
C  -0.3832  -1.9287  -0.3155
C  -1.4565  -1.3415  -0.9659
C  0.3930  -1.1147  0.4897
C  -1.7471  0.0162  -0.8876
C  0.0548  0.2974  0.5371
C  -1.0074  0.8497  -0.1346
O  3.9674  -1.4386  0.7951
Si  -1.6095  2.5786  0.3504
Si  3.8739  -1.0384  -0.9091
H  -0.2057  -2.8882  -0.5731
H  -2.0734  -1.9170  -1.5826
H  1.1813  -1.4961  1.1056
H  -2.5833  0.3966  -1.5063
H  0.7449  0.8960  1.2213
H  4.8867  -1.5241  1.1057
H  -3.1663  2.8561  0.1284
H  -0.8736  3.6750  -0.2062
H  -1.4804  2.4771  1.7361
H  2.3895  -0.8624  -1.0239



[2]
Molecular formula: H16O8
Method: DFT, the ωB97M-V functional and the def2-TZVPD basis

Output
Lowest unoccupied orbital energy (eV): 0.635
Energy relative to the best compared isomer or geometry (same formula, charge and spin) (kcal/mol): 150.5
Total charge: 0

Positions of all 24 atoms, in Å:
H  -0.6437  -0.2028  -0.0587
H  0.3864  0.0468  1.0306
H  0.1315  -2.1389  4.7700
H  0.3953  -0.6967  5.1708
H  2.8358  -1.1236  -3.0033
H  2.4054  -2.3284  -3.8237
H  2.3968  1.3316  0.0147
H  1.0279  1.6164  -0.5813
H  -2.3789  2.2672  -3.5244
H  -3.7477  1.6117  -3.4414
H  -1.9224  -0.9323  1.5364
H  -1.9980  0.5856  1.5234
H  -4.3121  3.2966  0.9356
H  -3.3439  2.5443  1.8338
H  3.7816  -2.8627  -0.6515
H  5.0775  -3.2368  -1.3520
O  0.3072  -0.1599  0.0925
O  -0.2528  -1.2560  4.7279
O  2.1708  -1.4121  -3.6384
O  1.4623  1.1219  0.1228
O  -3.0902  2.0687  -2.9049
O  -1.4199  -0.1443  1.7722
O  -3.5530  2.7033  0.9064
O  4.2843  -2.6995  -1.4574



[3]
Molecular formula: C3H4N2S2
Method: DFT, the ωB97M-V functional and the def2-TZVPD basis

Output
SMILES: Sc1ccnn1S
Lowest unoccupied orbital energy (eV): 0.545
Energy relative to the best compared isomer or geometry (same formula, charge and spin) (kcal/mol): 43.3
Total charge: 0

Positions of all 11 atoms, in Å:
S  1.2231  -1.9465  -0.0541
C  0.4311  -0.4341  -0.1540
C  0.9517  0.8078  -0.0668
C  -0.1840  1.6559  -0.0172
N  -1.3002  0.9427  -0.1485
N  -0.9459  -0.3274  -0.1498
S  -2.0968  -1.6063  -0.1520
H  2.5152  -1.4282  -0.3653
H  1.9756  0.9936  -0.0496
H  -0.2587  2.7420  -0.0460
H  -2.3112  -1.3995  1.2032



[4]
Molecular formula: C15H33F4GaNO3P
Method: DFT, the ωB97M-V functional and the def2-TZVPD basis

Output
Lowest unoccupied orbital energy (eV): -1.205
Total charge: 0

Positions of all 58 atoms, in Å:
C  0.8942  2.5016  2.7162
C  1.0164  1.3403  1.6358
O  1.7272  1.5662  0.6501
O  0.3378  0.1659  1.8735
C  0.5376  -0.7870  0.7881
C  -0.3172  -0.4158  -0.5214
C  -0.9903  -1.6797  -1.1955
C  -2.2367  -1.1558  -2.0691
C  -3.5465  -1.9955  -1.7618
Ga  -4.7135  -1.2234  -0.2540
P  -5.1804  1.0771  -0.5944
C  -6.8493  1.4533  0.2092
C  -3.7954  2.1699  0.0963
C  -4.0392  -1.6560  1.6552
F  -3.8622  -0.5160  2.4894
F  -2.7688  -2.3354  1.6846
C  -5.0703  -2.6984  2.3404
F  -4.4777  -3.9820  2.3367
F  -5.3275  -2.3685  3.6760
H  1.9216  2.8321  3.0502
H  0.3017  3.3801  2.3146
H  0.2880  2.1068  3.5921
H  0.0990  -1.7615  1.1704
H  1.6394  -0.9309  0.5525
H  -1.0466  0.3962  -0.2271
H  0.3913  0.0317  -1.2850
H  -1.4254  -2.4192  -0.4560
H  -0.2469  -2.2757  -1.8200
H  -1.9235  -1.2894  -3.1599
H  -2.3302  -0.0454  -1.9010
H  -3.2581  -3.0798  -1.6290
H  -4.1855  -1.9614  -2.7077
H  -6.1588  -1.9530  -0.3948
H  -6.8096  1.5474  1.3431
H  -7.5116  0.5516  0.0034
H  -7.2962  2.3918  -0.2434
H  -2.9692  1.5998  0.6158
H  -4.2153  2.9566  0.8051
H  -3.3846  2.7649  -0.7850
H  -5.9873  -2.7579  1.6949
C  6.0959  0.2029  -2.4544
C  5.1106  1.0146  -1.6257
C  5.7061  1.5715  -0.3285
O  5.8486  0.5317  0.6329
C  7.1371  -0.0869  0.6545
N  3.9787  0.1151  -1.2304
H  6.3162  -0.7687  -2.0079
H  5.6874  0.0120  -3.4506
H  7.0347  0.7437  -2.5806
H  4.6900  1.8193  -2.2319
H  4.9942  2.2837  0.1005
H  6.6383  2.1154  -0.4979
H  7.9259  0.5773  0.2960
H  7.1146  -0.9971  0.0516
H  7.3569  -0.3730  1.6833
H  3.6381  -0.4734  -1.9918
H  3.1877  0.6506  -0.8472
H  4.3085  -0.4839  -0.4601



[5]
Molecular formula: C38H85AsF6O22P3S5
Method: DFT, the ωB97M-V functional and the def2-TZVPD basis

Output
Lowest unoccupied orbital energy (eV): 1.936
Energy relative to the best compared isomer or geometry (same formula, charge and spin) (kcal/mol): 27.3
Total charge: -1

Positions of all 160 atoms, in Å:
As  0.1601  1.2919  1.0295
F  1.7459  2.0145  0.6963
F  -0.5539  2.6433  0.1478
F  -1.4640  0.7144  1.3674
F  0.8573  -0.1216  1.8191
F  0.1409  2.1398  2.5442
F  0.0900  0.3872  -0.4921
C  0.2811  -3.4558  1.7864
C  0.3564  -4.4103  3.0044
C  -0.6986  -5.4803  2.7748
S  -2.1525  -4.4500  2.3150
O  -2.7447  -3.9090  3.5144
O  -3.0416  -5.1582  1.4126
C  -1.1884  -3.1476  1.4830
H  0.5643  -4.0513  0.9119
H  1.0375  -2.6788  1.8482
H  0.1644  -3.9181  3.9577
H  1.3235  -4.9135  3.0492
H  -0.9681  -6.0091  3.6858
H  -0.4487  -6.1198  1.9308
H  -1.6639  -2.2101  1.7682
H  -1.4578  -3.3561  0.4452
C  -3.3194  4.0599  1.5350
C  -4.6782  4.0716  0.7930
C  -4.4285  4.7712  -0.5578
S  -3.2539  6.1207  -0.2683
O  -4.0124  7.3575  -0.0396
O  -2.1740  6.0255  -1.2452
C  -2.7858  5.4714  1.3727
H  -2.6984  3.3685  0.9567
H  -3.3366  3.7041  2.5610
H  -5.4257  4.6711  1.3183
H  -5.0892  3.0824  0.6035
H  -5.2643  5.1484  -1.1402
H  -3.8706  4.0612  -1.1741
H  -3.2804  6.1332  2.0883
H  -1.7269  5.5968  1.6028
C  1.0172  6.9574  0.7013
C  1.5607  5.5056  0.5859
C  1.3410  5.0484  -0.8473
S  1.7476  6.4670  -1.8650
O  0.6530  6.6137  -2.7968
O  3.1465  6.3519  -2.2641
C  1.5905  7.6850  -0.5006
H  1.3411  7.3547  1.6609
H  -0.0707  6.9988  0.6249
H  1.0188  4.8298  1.2438
H  2.6371  5.5015  0.7637
H  0.2903  4.7817  -0.9777
H  1.8639  4.1226  -1.0749
H  1.0647  8.5512  -0.8957
H  2.6104  7.9867  -0.2509
C  -4.7401  -1.1657  2.7236
C  -5.1740  -1.7307  4.0875
C  -5.7889  -0.5589  4.8062
S  -4.8971  0.9480  4.3222
O  -3.9662  1.2493  5.3922
O  -5.7841  1.9441  3.7490
C  -3.9215  0.0798  2.9763
H  -5.6836  -0.9327  2.2144
H  -4.2463  -1.9099  2.0997
H  -4.2851  -2.0134  4.6563
H  -5.9077  -2.5243  3.9829
H  -5.8170  -0.6032  5.8944
H  -6.8378  -0.5171  4.4958
H  -3.0227  -0.2363  3.5098
H  -3.6457  0.7760  2.1930
C  2.5027  2.9973  -4.9534
C  2.3161  3.0906  -3.4327
C  2.4632  1.7108  -2.8149
S  3.6078  0.8394  -3.9598
O  2.8338  -0.2243  -4.5366
O  4.8273  0.4432  -3.2789
C  3.8523  2.2508  -5.1096
H  2.5814  4.0030  -5.3587
H  1.7341  2.3926  -5.4323
H  1.3703  3.5902  -3.2301
H  3.1289  3.7037  -3.0379
H  1.5693  1.1000  -2.6816
H  2.8798  1.6846  -1.8058
H  4.0852  1.7307  -6.0375
H  4.6968  2.8280  -4.7406
C  5.8477  1.8964  -0.1224
C  5.3593  2.9265  0.8679
O  5.8289  2.5773  2.1864
P  5.2217  3.1991  3.5051
O  4.5042  4.4614  3.2987
O  4.4657  1.9888  4.2255
C  3.5867  1.1807  3.4624
C  3.7190  -0.2312  4.0525
O  6.5378  3.3053  4.4198
C  6.4605  3.5048  5.8369
C  7.6335  4.3289  6.3265
H  5.6061  0.8716  0.1645
H  5.3864  2.0387  -1.0996
H  6.9358  1.9449  -0.2032
H  5.7320  3.9295  0.6716
H  4.2678  2.8957  0.8192
H  2.5147  1.3637  3.5579
H  3.8283  1.0757  2.4044
H  3.0035  -0.9281  3.6059
H  4.6961  -0.6979  3.8914
H  3.5717  -0.2930  5.1329
H  5.4572  3.8757  6.0574
H  6.5636  2.5098  6.2833
H  8.4869  3.6946  6.5498
H  7.8587  5.2086  5.7252
H  7.3499  4.7925  7.2792
C  3.2926  -8.1370  -2.1390
C  3.3034  -6.7107  -1.5745
O  3.6404  -5.7696  -2.5765
P  2.5575  -5.1362  -3.5559
O  1.6126  -6.0930  -4.1105
O  1.8720  -3.9366  -2.7696
C  2.6392  -3.0426  -1.9729
C  1.8597  -1.8232  -1.5338
O  3.4883  -4.4146  -4.6013
C  3.0413  -3.5559  -5.6236
C  2.5056  -4.2978  -6.8228
H  2.5999  -8.1629  -2.9846
H  4.2594  -8.3820  -2.5768
H  2.9603  -8.8843  -1.4212
H  2.4243  -6.4408  -0.9887
H  4.1466  -6.6976  -0.8782
H  3.0009  -3.5218  -1.0550
H  3.5705  -2.7802  -2.4849
H  2.5082  -0.9685  -1.3512
H  1.1273  -1.4832  -2.2692
H  1.2752  -2.0629  -0.6451
H  2.2862  -2.8360  -5.2929
H  3.8783  -2.9349  -5.9456
H  3.2048  -5.0138  -7.2669
H  1.6218  -4.9237  -6.6633
H  2.1713  -3.6749  -7.6577
C  -2.2100  -0.8227  -2.0975
C  -3.5315  -1.1988  -2.7696
O  -4.4541  -1.6883  -1.7850
P  -4.6979  -3.2739  -1.7382
O  -3.4808  -4.0928  -1.5755
O  -5.7494  -3.4144  -0.5466
C  -5.8925  -4.7049  0.0786
C  -6.3706  -4.5345  1.5018
O  -5.5133  -3.6238  -3.0589
C  -6.6844  -2.8982  -3.3934
C  -7.9652  -3.6680  -3.0832
H  -2.3864  0.1123  -1.5628
H  -1.8344  -1.5135  -1.3478
H  -1.4899  -0.6863  -2.9039
H  -4.0256  -0.3640  -3.2649
H  -3.2755  -1.9155  -3.5565
H  -6.5923  -5.3501  -0.4635
H  -4.9418  -5.2317  0.0022
H  -5.6320  -4.0678  2.1490
H  -7.3559  -4.0689  1.4959
H  -6.5070  -5.5478  1.8917
H  -6.7723  -1.9361  -2.8835
H  -6.6727  -2.7101  -4.4677
H  -8.0232  -3.8835  -2.0135
H  -8.8490  -3.1344  -3.4214
H  -7.9019  -4.6642  -3.5297



[6]
Molecular formula: H2N3
Method: DFT, the ωB97M-V functional and the def2-TZVPD basis

Output
SMILES: N#[N+]N
Lowest unoccupied orbital energy (eV): -6.643
Energy relative to the best compared isomer or geometry (same formula, charge and spin) (kcal/mol): 6.7
Total charge: +1

Positions of all 5 atoms, in Å:
N  -0.0045  -1.8006  -0.6185
N  -0.0824  -0.7164  -0.3678
N  -0.0039  0.4039  0.2079
H  0.9859  1.0639  0.3473
H  -0.8951  1.0491  0.4311



[7]
Molecular formula: C23H21N3O6S
Method: DFT, the ωB97M-V functional and the def2-TZVPD basis

Output
SMILES: CC1=C(C(=O)OCc2ccc([N+](=O)[O-])cc2)N2C(=O)[C@H](NC(=O)Cc3ccccc3)[C@H]2SC1
Lowest unoccupied orbital energy (eV): -0.398
Energy relative to the best compared isomer or geometry (same formula, charge and spin) (kcal/mol): 73.1
Total charge: 0

Positions of all 54 atoms, in Å:
C  3.8458  -4.0846  -1.2379
C  2.9342  -2.9894  -1.6881
C  2.6751  -1.8971  -0.9508
C  3.1922  -1.6267  0.4269
O  4.2966  -1.8594  0.8440
O  2.1996  -1.1011  1.1335
C  2.4562  -0.6008  2.4466
C  1.2857  0.2980  2.7310
C  1.2472  1.5636  2.1549
C  0.0998  2.3253  2.2305
C  -1.0064  1.8218  2.9040
N  -2.2348  2.5641  2.9021
O  -2.3496  3.4518  2.0778
O  -3.0920  2.2562  3.7020
C  -0.9626  0.5831  3.5329
C  0.1845  -0.1781  3.4347
N  1.8234  -0.8999  -1.4144
C  1.8404  0.4669  -1.3221
O  2.4574  1.2326  -0.6441
C  0.8925  0.5909  -2.5392
N  -0.3652  1.2219  -2.2888
C  -0.9093  1.1859  -1.0423
O  -0.3739  0.5660  -0.1474
C  -2.2018  1.9565  -0.8865
C  -3.3502  1.0180  -0.6060
C  -4.4897  1.0427  -1.3977
C  -5.5535  0.2004  -1.1233
C  -5.4853  -0.6800  -0.0581
C  -4.3463  -0.7179  0.7287
C  -3.2854  0.1265  0.4578
C  0.9487  -0.9574  -2.5514
S  1.8149  -1.7309  -3.9558
C  2.2808  -3.2302  -3.0184
H  4.6982  -4.1510  -1.9133
H  4.2183  -3.8961  -0.2371
H  3.3268  -5.0427  -1.2613
H  2.5183  -1.4393  3.1493
H  3.4095  -0.0618  2.4446
H  2.0974  1.9248  1.5991
H  0.0410  3.2951  1.7608
H  -1.8396  0.2230  4.0496
H  0.2160  -1.1600  3.8824
H  1.3828  1.0401  -3.4039
H  -0.8270  1.7055  -3.0419
H  -2.4099  2.5532  -1.7748
H  -2.0879  2.6331  -0.0338
H  -4.5534  1.7324  -2.2278
H  -6.4376  0.2347  -1.7428
H  -6.3165  -1.3345  0.1582
H  -4.2858  -1.4047  1.5600
H  -2.3891  0.0840  1.0583
H  0.0056  -1.4756  -2.3641
H  2.9558  -3.7730  -3.6794
H  1.3705  -3.8233  -2.8929